Below is a 5-piece molecular cluster, C6H18O5 overall, with properties calculated with ωB97M-V/def2-TZVPD.

Each atom is followed by the atoms it is bonded to, with distances in Å.
Positions of all 29 atoms, in Å:
1 C 1.014 0.506 2.431  C2 1.534, H8 1.090, H9 1.094, H10 1.090
2 C -0.414 0.044 2.110  C1 1.534, C3 1.366, C7 1.425
3 C -0.882 -0.901 2.978  C2 1.366, H11 1.087, H12 1.085
4 C -1.607 2.572 -0.541  O5 1.464, C6 1.475, H13 1.089, H14 1.104
5 O -1.427 1.805 -1.776  C4 1.464, H15 0.949
6 C -0.907 1.953 0.600  C4 1.475, C7 1.395, H16 1.087
7 C -1.062 0.620 0.979  C2 1.425, C6 1.395, H17 1.096
8 H 1.345 -0.029 3.321  C1 1.090
9 H 0.945 1.567 2.686  C1 1.094
10 H 1.783 0.371 1.671  C1 1.090
11 H -0.307 -1.173 3.859  C3 1.087
12 H -1.798 -1.482 3.002  C3 1.085
13 H -1.212 3.551 -0.804  C4 1.089
14 H -2.701 2.629 -0.408  C4 1.104
15 H -1.302 0.866 -1.707  O5 0.949
16 H -0.274 2.611 1.191  C6 1.087
17 H -1.853 0.067 0.460  C7 1.096
18 H -0.115 -1.574 -2.994  O20 0.957
19 H 1.301 -1.062 -3.192  O20 0.968
20 O 0.799 -1.855 -2.954  H18 0.957, H19 0.968
21 H -0.024 -3.877 1.167  O23 0.951
22 H 0.630 -2.385 1.155  O23 0.963
23 O -0.046 -2.984 1.490  H21 0.951, H22 0.963
24 H 2.146 -2.093 -0.728  O26 0.960
25 H 1.269 -1.028 0.049  O26 0.969
26 O 2.047 -1.603 0.091  H24 0.960, H25 0.969
27 H 1.917 1.497 -3.018  O29 0.961
28 H 0.463 1.513 -3.544  O29 0.965
29 O 1.274 0.991 -3.520  H27 0.961, H28 0.965

Properties
DFT total energy   -615.52350 Eh
Multiplicity   2
Max |F|   2.15 eV/Å
Kohn-Sham gap (spin up / spin down)   0.1148 / 0.2257 Eh
Net charge   -1
⟨S²⟩   0.7667
LUMO energy (spin up / spin down)   3.09 / 2.99 eV
E_HOMO (spin up / spin down)   -0.0013 / -0.1159 hartree



Below is a 2-piece molecular cluster, C4H10N3 overall, with properties calculated with ωB97M-V/def2-TZVPD.

Each atom is followed by the atoms it is bonded to, with distances in Å.
Positions of all 17 atoms, in Å:
1 C -3.204 0.564 0.544  N5 1.156, H8 1.311
2 C -0.770 -0.856 0.383  N6 1.306, N7 1.284
3 C 2.103 1.091 0.297  C4 1.516, H9 1.071, H10 1.073, H11 1.065
4 C 1.472 -0.005 -0.541  C3 1.516, N7 1.516, H12 1.097, H13 1.155
5 N -3.325 0.984 -0.526  C1 1.156, H14 0.977
6 N -0.361 -2.082 0.570  C2 1.306, H15 0.937, H16 1.073
7 N -0.003 -0.002 -0.193  C2 1.284, C4 1.516, H17 1.044
8 H -2.282 -0.318 0.842  C1 1.311
9 H 1.679 2.028 0.002  C3 1.071
10 H 1.933 1.004 1.352  C3 1.073
11 H 3.146 0.971 0.113  C3 1.065
12 H 1.880 -0.966 -0.205  C4 1.097
13 H 1.768 0.351 -1.599  C4 1.155
14 H -3.214 1.537 -1.324  N5 0.977
15 H -0.829 -2.861 0.800  N6 0.937
16 H 0.521 -2.290 -0.005  N6 1.073
17 H -0.516 0.851 -0.511  N7 1.044

Properties
DFT total energy   -322.29952 Eh
Multiplicity   1
ΔE to the lowest compared entry with this formula, charge and spin   101.1 kcal per mole
Max |F|   6.27 eV/Å
Kohn-Sham gap   0.3608 Eh
Net charge   +1
LUMO energy   -4.13 eV
E_HOMO   -0.5126 hartree